Density functional theory data (ωB97M-V/def2-TZVPD) for a cluster of 10 separate species, C38H94N2O18 in total.

**Molecular weight**: 867.17 g/mol
**ΔE to the lowest compared entry with this formula, charge and spin**: 2.219 eV
**HOMO**: -9.092 eV
**SMILES**: CNC(C)=O.CNC(C)=O.COCCOC.COCCOC.COCCOC.COCCOC.COCCOC.COCCOC.COCCOC.COCCOC
**Gap between HOMO and LUMO**: 9.7 eV
**Lowest unoccupied orbital energy**: 0.63 eV
**Calculated total energy**: -80754.0739 eV

Each line ends with the Löwdin charge.
Element x y z (Å)
C  20.8427  -10.1074  20.4502  -0.002
C  21.4624  -8.9552  19.7028  -0.572
O  21.5780  -7.9010  20.2422  0.053
N  21.9936  -9.1544  18.4284  0.002
C  22.6907  -8.0411  17.8294  -0.091
H  19.8748  -9.9469  20.8779  0.052
H  21.6109  -10.4369  21.1929  0.103
H  20.6228  -10.9546  19.7160  0.086
H  21.6648  -9.9968  18.0100  0.113
H  22.8969  -8.2936  16.7712  0.087
H  23.6863  -7.8967  18.2420  0.083
H  22.0532  -7.1448  17.8511  0.088
C  14.3449  -4.6671  22.3499  0.042
C  15.0848  -5.6952  21.4696  -0.514
O  14.9275  -5.6478  20.2343  -0.036
N  15.8687  -6.5952  22.0723  0.075
C  16.7907  -7.5396  21.3591  -0.011
H  14.9027  -4.3080  23.2131  0.070
H  13.3292  -5.0135  22.5541  0.066
H  14.1636  -3.8679  21.6324  0.053
H  15.7857  -6.6135  23.0952  0.127
H  16.3460  -8.5112  21.1174  0.085
H  17.6682  -7.6539  22.0155  0.047
H  17.1090  -7.0161  20.4723  0.059
C  17.8918  -9.7937  23.9096  -0.071
O  16.6559  -10.5236  23.8396  -0.174
C  16.7387  -11.5813  22.9359  -0.237
C  15.3387  -12.1223  22.7471  -0.209
O  14.5542  -11.3440  21.8465  -0.214
C  13.2867  -11.9757  21.7208  -0.091
H  18.6630  -10.4378  24.3469  0.095
H  17.7532  -8.9174  24.5254  0.088
H  18.1659  -9.6196  22.9029  0.042
H  17.3718  -12.4648  23.1909  0.138
H  17.1054  -11.2172  21.9813  0.114
H  14.9195  -12.0652  23.7593  0.135
H  15.3923  -13.1356  22.3614  0.120
H  12.6802  -11.2927  21.1246  0.078
H  13.0356  -12.2534  22.7479  0.088
H  13.4847  -12.9647  21.2369  0.093
C  8.9001  -4.3020  20.4694  -0.103
O  10.1922  -3.7234  20.3738  -0.192
C  11.1858  -4.7346  20.1734  -0.196
C  12.4021  -4.1379  19.5244  -0.210
O  12.1005  -3.8316  18.1775  -0.151
C  13.2229  -3.5384  17.4802  -0.153
H  8.9419  -5.2293  21.0594  0.087
H  8.5330  -4.5013  19.4059  0.115
H  8.2612  -3.6070  20.9176  0.061
H  10.8240  -5.5888  19.5594  0.141
H  11.4873  -5.1473  21.1264  0.095
H  13.1279  -4.9580  19.5015  0.081
H  12.7509  -3.2720  20.0726  0.125
H  13.1073  -3.4346  16.4156  0.085
H  14.0342  -4.2366  17.6588  0.067
H  13.6077  -2.5488  17.8490  0.102
C  10.1591  -3.1765  23.7170  -0.090
O  8.8023  -3.3643  24.1016  -0.175
C  8.7227  -3.6371  25.4753  -0.215
C  7.2532  -3.5457  25.8363  -0.194
O  6.8678  -2.1752  25.9118  -0.175
C  5.4904  -1.9881  25.6954  -0.100
H  10.7974  -4.0684  23.8779  0.094
H  10.6030  -2.3632  24.1904  0.068
H  10.2249  -2.9569  22.6834  0.061
H  9.2281  -2.8348  26.0368  0.130
H  9.2874  -4.5816  25.6240  0.129
H  7.2031  -4.0402  26.8086  0.123
H  6.6223  -3.9690  25.0760  0.111
H  5.1969  -2.5311  24.8012  0.093
H  5.3337  -0.9440  25.5169  0.083
H  4.9737  -2.1599  26.5684  0.061
C  10.2446  -8.1723  26.6212  -0.082
O  11.0246  -7.7753  25.4535  -0.222
C  10.4236  -8.4184  24.3194  -0.222
C  11.1233  -7.9733  23.0302  -0.159
O  12.3267  -8.7968  22.8321  -0.181
C  12.7726  -8.6451  21.4896  -0.119
H  9.1793  -7.9862  26.3256  0.095
H  10.6190  -7.4886  27.4025  0.089
H  10.5069  -9.1894  26.9142  0.083
H  9.3603  -8.1118  24.1416  0.123
H  10.3655  -9.5352  24.4757  0.141
H  11.4656  -6.9237  23.2465  0.130
H  10.4601  -8.0802  22.2244  0.101
H  12.1361  -9.1331  20.7901  0.067
H  13.7391  -9.1229  21.3587  0.071
H  12.8225  -7.5651  21.2045  0.089
C  17.6351  -3.1580  25.0679  -0.101
O  16.3667  -3.7581  25.1349  -0.182
C  16.1966  -4.4032  26.3612  -0.220
C  15.0528  -5.4240  26.2811  -0.127
O  15.5307  -6.6762  25.6494  -0.217
C  14.5292  -7.6291  25.4281  -0.113
H  17.5996  -2.1196  25.4967  0.104
H  17.9842  -3.1807  24.0117  0.093
H  18.3651  -3.7118  25.6188  0.067
H  15.9268  -3.7483  27.1550  0.112
H  17.1452  -4.8501  26.6289  0.116
H  14.3108  -4.9672  25.5715  0.128
H  14.5717  -5.7225  27.1986  0.117
H  14.7924  -8.1944  24.5888  0.055
H  13.5442  -7.1215  25.2785  0.089
H  14.4494  -8.2954  26.2584  0.081
C  19.5505  -6.2434  22.6884  -0.077
O  18.5808  -5.2367  22.2483  -0.197
C  18.9941  -4.7515  21.0017  -0.223
C  17.8268  -4.1330  20.2303  -0.207
O  17.2926  -3.1105  21.0694  -0.168
C  16.3261  -2.3553  20.3186  -0.088
H  19.7900  -7.0300  21.8943  0.090
H  19.1518  -6.6523  23.6241  0.079
H  20.4425  -5.6987  23.0312  0.091
H  19.4859  -5.4453  20.3417  0.114
H  19.6238  -3.9060  21.1637  0.117
H  17.1449  -4.8474  19.8364  0.084
H  18.2897  -3.6715  19.3356  0.128
H  16.0824  -1.5196  20.9818  0.094
H  15.3841  -2.8638  20.0832  0.061
H  16.7699  -2.0119  19.3864  0.083
C  12.5031  -9.6341  17.2093  -0.107
O  12.3741  -8.3482  17.7527  -0.159
C  13.5494  -7.7007  18.0891  -0.223
C  14.2501  -7.1709  16.9191  -0.224
O  15.0383  -8.1318  16.3138  -0.204
C  15.6649  -7.6644  15.1954  -0.145
H  12.8188  -10.4305  17.9001  0.082
H  13.2033  -9.7062  16.4182  0.061
H  11.5069  -9.9843  16.9056  0.097
H  14.1747  -8.4495  18.6154  0.142
H  13.2832  -6.8992  18.7346  0.091
H  14.9148  -6.3424  17.2864  0.139
H  13.5178  -6.8349  16.1861  0.143
H  15.0017  -7.1690  14.4191  0.112
H  16.1409  -8.4839  14.7012  0.085
H  16.3596  -6.8865  15.3827  0.073
C  15.3611  -12.8234  17.0141  -0.136
O  16.6395  -12.3800  17.1459  -0.171
C  16.7782  -11.0715  17.6872  -0.209
C  18.2091  -10.7028  17.5504  -0.211
O  18.5690  -9.5525  18.2678  -0.204
C  18.0164  -8.3685  17.7677  -0.084
H  15.3508  -13.7448  16.5354  0.068
H  14.7275  -12.0841  16.5366  0.079
H  14.9064  -12.9575  18.0486  0.107
H  16.4285  -11.0452  18.7515  0.143
H  16.0649  -10.3507  17.1894  0.123
H  18.3826  -10.6304  16.4572  0.144
H  18.7789  -11.4693  18.0189  0.116
H  16.9206  -8.4883  18.0180  0.092
H  18.1219  -8.3426  16.7072  0.076
H  18.3880  -7.4815  18.3031  0.095